1.
C50H52HgI2N2OP2STe | ωB97M-V/def2-TZVPD

* multiplicity: 2
* net charge: -1
* LUMO (alpha / beta): 2.1 / 2.0 eV
* E_HOMO (alpha / beta): -0.137 / -0.137 Ha
* ΔE to the lowest compared entry with this formula, charge and spin: 6.28 kcal/mol
* <S²>: 0.7564

Last column: Mulliken charge in e.
Geometry (Å):
Hg -0.713261 0.825265 0.319087  1.111
C 3.589956 -2.404708 -6.118738  -0.596
S 4.411632 -3.657513 -5.117303  -0.155
C 5.216668 -2.630578 -3.853312  -1.219
C 4.405999 -2.416824 -2.579839  -0.614
C 3.122848 -1.653458 -2.862374  -1.359
N 2.423796 -1.180375 -1.665488  0.910
P 1.351141 -2.195750 -0.719217  0.785
C 2.239953 -2.447444 0.849132  0.105
C 3.623595 -2.408456 0.994635  0.093
C 4.201848 -2.648940 2.229831  -0.739
C 3.397206 -2.906203 3.334903  -0.634
C 2.017159 -2.913142 3.204623  -0.541
C 1.438057 -2.682171 1.961921  -0.778
C 1.514359 -3.827730 -1.517426  0.499
C 2.236025 -4.907868 -1.018275  -0.260
C 2.235374 -6.121296 -1.692607  -0.734
C 1.519793 -6.267546 -2.871923  -0.661
C 0.779677 -5.204115 -3.369520  -0.893
C 0.764313 -3.999652 -2.684225  -0.333
P 1.622271 0.340986 -1.762511  0.370
C 0.780286 0.231603 -3.394242  1.035
C -0.476645 -0.371286 -3.342422  -0.372
C -1.230499 -0.562817 -4.489781  -0.945
C -0.737605 -0.131816 -5.714002  -0.801
C 0.509084 0.476575 -5.780688  -0.753
C 1.264070 0.653296 -4.628631  -0.282
C 2.964325 1.511754 -2.133947  0.881
C 4.301837 1.235939 -1.866967  -0.295
C 5.275308 2.204595 -2.061246  -0.780
C 4.922260 3.471157 -2.504035  -0.634
C 3.586516 3.765125 -2.748159  -0.655
C 2.616582 2.792103 -2.562509  -0.799
H 3.190933 -2.910916 -6.996929  0.403
H 4.298086 -1.647022 -6.455023  0.280
H 2.763939 -1.921563 -5.598788  0.014
H 5.456283 -1.668748 -4.314369  0.403
H 6.163376 -3.121111 -3.625751  0.518
H 5.014959 -1.853978 -1.865287  0.225
H 4.182862 -3.382985 -2.122064  0.246
H 2.462705 -2.273991 -3.475971  0.092
H 3.369244 -0.774877 -3.468802  1.133
H 4.239724 -2.173561 0.136619  0.103
H 5.280170 -2.627164 2.335254  0.444
H 3.850048 -3.079348 4.303676  0.318
H 1.382243 -3.077399 4.065414  0.453
H 0.356913 -2.639647 1.866614  0.229
H 2.801576 -4.800794 -0.100623  0.466
H 2.799889 -6.955247 -1.294684  0.421
H 1.529941 -7.212825 -3.399700  0.371
H 0.204879 -5.311635 -4.280129  0.479
H 0.159060 -3.174710 -3.049633  0.423
H -0.879074 -0.689162 -2.386980  0.036
H -2.203525 -1.031861 -4.405270  0.526
H -1.327620 -0.260148 -6.612594  0.402
H 0.898163 0.812815 -6.733712  0.456
H 2.237641 1.126111 -4.698893  0.339
H 4.571235 0.258487 -1.487023  0.327
H 6.312464 1.972157 -1.851880  0.446
H 5.681741 4.228338 -2.649647  0.361
H 3.297553 4.754991 -3.076075  0.413
H 1.575330 3.037916 -2.742856  0.489
I 0.239864 3.146303 1.372149  -0.655
C -2.252449 4.187189 -1.244642  -0.801
I -2.488080 2.396072 -2.116416  0.120
H -1.535762 4.872216 -1.662310  0.360
H -2.980732 4.505371 -0.519413  0.331
C 3.840106 1.018419 3.079243  -1.219
C 3.539977 1.482819 1.673268  0.539
C 4.071219 2.819494 1.226604  -0.938
O 2.909784 0.773332 0.924014  -0.089
H 4.125863 1.835063 3.740872  0.414
H 4.660740 0.299712 3.032597  0.242
H 2.967058 0.498257 3.468465  0.222
H 5.157699 2.740122 1.116969  0.284
H 3.865330 3.586105 1.973374  0.475
H 3.621837 3.093463 0.276203  0.018
Te -2.831266 -1.340849 2.969255  0.284
C -3.576804 -1.693906 4.997036  -0.179
C -2.740652 -1.760079 6.110546  -0.002
C -3.230738 -2.062978 7.373453  -0.625
C -4.581867 -2.328276 7.549774  -0.372
C -5.429362 -2.282880 6.453198  -0.554
C -4.929173 -1.966560 5.195780  -0.309
C -2.771775 0.740451 3.362108  -0.013
C -3.529517 1.617274 2.591898  -0.045
C -3.559924 2.973567 2.880401  -0.402
C -2.841747 3.473152 3.957879  -0.423
C -2.080723 2.609895 4.725849  -0.687
C -2.036731 1.255179 4.422884  -0.048
H -1.677457 -1.582000 5.991084  0.260
H -2.556866 -2.094470 8.221601  0.344
H -4.967835 -2.575119 8.531109  0.346
H -6.486076 -2.490998 6.574062  0.352
H -5.609191 -1.922771 4.352646  0.313
H -4.094693 1.233094 1.759440  0.095
H -4.153633 3.638672 2.264581  0.380
H -2.859062 4.532426 4.182668  0.348
H -1.496612 2.990792 5.554545  0.337
H -1.416873 0.595794 5.016531  0.277
N -2.053758 -0.673671 0.640587  -0.753
C -2.800172 -1.155700 -0.413840  -0.260
C -2.324759 -2.174538 -1.270446  0.320
C -3.092549 -2.722089 -2.285492  -0.599
C -4.396358 -2.293891 -2.504413  -0.501
C -4.909183 -1.310528 -1.663041  -0.784
C -4.137425 -0.761471 -0.655039  0.327
H -1.326927 -2.553745 -1.083309  0.040
H -2.669432 -3.509230 -2.902844  0.443
H -5.002720 -2.725386 -3.290615  0.389
H -5.927410 -0.962660 -1.798778  0.387
H -4.556148 0.005630 -0.020615  0.239

Atoms 1-3, force components in eV/Å:
Hg -0.174 -0.082 0.674
C -0.098 0.082 -0.071
S 0.059 -0.032 0.010

***

2.
C50H53AsO4P2V | ωB97M-V/def2-TZVPD

* multiplicity: 3
* net charge: +3
* LUMO (alpha / beta): -9.5 / -8.7 eV
* E_HOMO (alpha / beta): -0.508 / -0.508 Ha
* ΔE to the lowest compared entry with this formula, charge and spin: 3.57 kcal/mol
* <S²>: 2.0183

Last column: Mulliken charge in e.
Geometry (Å):
V -1.503941 -0.706396 0.104923  1.144
C -0.624900 -0.946015 -2.993561  -0.969
O -1.570893 -1.017326 -1.903472  -0.018
C -2.544591 -2.069955 -2.023285  -0.450
C -2.018603 -3.301567 -1.300552  -0.733
O -1.546276 -2.902426 0.006510  -0.234
C -2.280026 -3.363187 1.166364  -0.679
C -2.844117 -2.152241 1.892899  -0.473
O -1.783203 -1.175549 2.005616  0.559
C -1.264271 -1.006050 3.347970  -1.315
H -1.163873 -0.899594 -3.938829  0.456
H 0.040301 -1.810244 -2.992703  0.311
H -0.051639 -0.033024 -2.858591  0.266
H -2.747655 -2.300640 -3.069071  0.736
H -3.467715 -1.702202 -1.559040  -0.041
H -1.162668 -3.715926 -1.834690  0.319
H -2.789368 -4.068426 -1.237618  0.592
H -1.565129 -3.884994 1.804481  0.354
H -3.079280 -4.052376 0.896621  0.631
H -3.227139 -2.442831 2.869921  0.751
H -3.659270 -1.687106 1.323951  0.012
H -2.057375 -0.628642 3.993322  0.424
H -0.451069 -0.288959 3.303415  0.313
H -0.887333 -1.955467 3.727719  0.415
O -2.553656 0.715448 -0.065761  -0.700
P -3.559204 1.910770 -0.129502  1.527
C -5.184735 1.281925 -0.540077  0.571
C -5.511213 1.089182 -1.885165  -0.531
C -6.775165 0.633716 -2.219585  -0.881
C -7.705783 0.375833 -1.219001  -0.542
C -7.375947 0.555696 0.118756  -0.837
C -6.113752 1.009996 0.465741  -0.442
C -3.587807 2.704979 1.480584  0.568
C -2.684484 2.326400 2.471483  0.009
C -2.698172 2.973498 3.697012  -1.001
C -3.614390 3.989296 3.932004  -0.722
C -4.514554 4.367803 2.944402  -0.791
C -4.504473 3.730502 1.715225  -0.509
C -3.015889 3.048551 -1.402928  0.750
C -1.756154 2.897941 -1.980986  0.017
C -1.320274 3.819407 -2.919364  -1.064
C -2.140311 4.877390 -3.286816  -0.733
C -3.402657 5.017756 -2.722870  -0.754
C -3.842316 4.108310 -1.776315  -0.508
H -4.783991 1.316268 -2.656686  0.509
H -7.049834 0.503237 -3.257617  0.488
H -8.702030 0.049350 -1.486269  0.454
H -8.113534 0.364011 0.886321  0.483
H -5.856964 1.172646 1.505952  0.485
H -1.968449 1.539574 2.282069  0.133
H -1.990647 2.693808 4.466691  0.517
H -3.625462 4.487815 4.891982  0.454
H -5.223768 5.161627 3.134859  0.481
H -5.211612 4.024318 0.949621  0.361
H -1.125730 2.063815 -1.697958  0.154
H -0.338149 3.717388 -3.361502  0.530
H -1.792970 5.593972 -4.018797  0.442
H -4.041670 5.838070 -3.019356  0.479
H -4.828401 4.220975 -1.342129  0.378
C 2.314382 -1.361189 -0.817192  -0.929
C 2.631849 -0.525800 -2.047549  -1.637
As 4.529253 -0.696824 -2.678660  0.235
C 5.419525 0.096451 -1.133253  0.005
C 6.046255 -0.626537 -0.120959  0.138
C 6.731202 0.044475 0.884231  -0.798
C 6.810907 1.430067 0.874127  -0.346
C 6.176937 2.154601 -0.127534  -1.013
C 5.490478 1.489046 -1.131035  -0.277
C 4.909504 -2.593037 -2.533561  0.449
C 6.245374 -2.979695 -2.428334  -0.561
C 6.585653 -4.323634 -2.429570  -0.639
C 5.600597 -5.290894 -2.574013  -0.512
C 4.274221 -4.911484 -2.720419  -0.795
C 3.931361 -3.567809 -2.717463  0.008
P 0.962037 -0.743709 0.327929  2.449
C 1.512651 0.950929 0.694341  -0.212
C 0.561746 1.971607 0.752438  -0.143
C 0.914825 3.264469 1.104744  -0.323
C 2.238369 3.550946 1.399641  -1.248
C 3.200312 2.551715 1.310435  -0.910
C 2.848972 1.258400 0.960040  -0.267
C 1.442659 -1.746404 1.783298  1.075
C 1.974684 -1.179198 2.939247  -0.402
C 2.464606 -1.997783 3.947866  -0.941
C 2.432192 -3.377430 3.807293  -0.707
C 1.883496 -3.948063 2.665550  -0.975
C 1.383833 -3.137694 1.659528  -1.053
H 3.175841 -1.398608 -0.145739  0.474
H 2.075399 -2.393388 -1.078208  0.758
H 2.519187 0.541171 -1.842150  0.443
H 2.004017 -0.776418 -2.900568  0.666
H 6.002014 -1.708664 -0.112360  0.490
H 7.219208 -0.519566 1.668735  0.446
H 7.386729 1.942124 1.633846  0.467
H 6.247887 3.234898 -0.144099  0.482
H 5.030902 2.048769 -1.939413  0.432
H 7.022466 -2.227566 -2.357852  0.526
H 7.623186 -4.615873 -2.339042  0.413
H 5.871481 -6.337426 -2.608133  0.409
H 3.511185 -5.667373 -2.855881  0.411
H 2.897137 -3.278209 -2.877076  0.348
H -0.464638 1.744180 0.506970  -0.582
H 0.154528 4.034713 1.143230  0.680
H 2.525544 4.551964 1.692216  0.451
H 4.238420 2.775270 1.515990  0.614
H 3.623487 0.501845 0.903905  0.670
H 2.030577 -0.103988 3.048381  0.474
H 2.882448 -1.554468 4.842031  0.525
H 2.841257 -4.008442 4.584807  0.471
H 1.863171 -5.024623 2.558691  0.502
H 0.964883 -3.585979 0.764268  0.613

Atoms 1-3, force components in eV/Å:
V 1.121 -1.333 0.224
C 0.258 0.127 -0.211
O -0.168 -0.191 -0.168